Run A
DFT (wB97M-V/def2-TZVPD) results for 2 unconnected molecules or ions with the total composition C5H15PSi.

Bonds (Å) are listed after each position.
Geometry (Å):
1 C 1.66825 1.91363 0.20715  C5 1.519, H8 1.119, H9 1.106, H10 1.073
2 C -1.25743 -1.29131 1.70237  Si6 1.858, H11 1.013, H12 1.085, H13 1.148
3 C -1.93207 1.21193 -0.50028  Si6 2.016, H14 1.111, H15 1.106, H16 1.081
4 C -1.02053 -1.86234 -1.15151  Si6 1.973, H17 1.045, H18 1.094, H19 1.140
5 C 1.55215 0.42318 0.47416  C1 1.519, P7 1.872, H20 1.102
6 Si -0.86239 -0.37480 0.13470  C2 1.858, C3 2.016, C4 1.973
7 P 2.67037 -0.69406 -0.52809  C5 1.872, H21 1.314, H22 1.310
8 H 2.72693 2.26394 0.29614  C1 1.119
9 H 1.23079 2.67926 0.87527  C1 1.106
10 H 1.30317 2.26768 -0.73745  C1 1.073
11 H -0.62825 -2.04792 1.94108  C2 1.013
12 H -1.25111 -0.56337 2.50708  C2 1.085
13 H -2.30360 -1.75837 1.77252  C2 1.148
14 H -3.02398 1.06604 -0.35490  C3 1.111
15 H -1.64289 2.17521 -0.03927  C3 1.106
16 H -1.76727 1.30149 -1.56521  C3 1.081
17 H -0.98744 -1.54786 -2.14742  C4 1.045
18 H -0.11211 -2.40930 -0.88059  C4 1.094
19 H -1.89830 -2.58966 -1.14971  C4 1.140
20 H 1.68845 -0.01164 1.47798  C5 1.102
21 H 2.26126 -0.39156 -1.73960  P7 1.314
22 H 3.58599 0.23981 -0.59442  P7 1.310

E_LUMO = 0.842 eV
frontier orbital gap = 9.3 eV
spin multiplicity = 1



Run B
DFT (wB97M-V/def2-TZVPD) results for 2 unconnected molecules or ions with the total composition C5H15PSi.

Bonds (Å) are listed after each position.
Geometry (Å):
1 C -2.84153 1.21192 0.45848  C4 1.430, H8 1.214, H9 1.123, H10 1.121
2 C 1.68858 0.74138 -1.91998  C5 1.566, H11 1.124, H12 1.106, H13 1.098
3 C 0.63058 -1.35211 2.15527  Si6 1.922, H14 1.068, H15 1.091, H16 1.164
4 C -1.63648 1.96227 0.29016  C1 1.430, H17 1.071, H18 1.068
5 C 1.59365 0.45834 -0.38239  C2 1.566, Si6 1.956, H19 1.051, H20 1.124
6 Si 0.48698 -1.01687 0.26805  C3 1.922, C5 1.956, P7 2.180
7 P 1.01941 -2.69628 -1.01589  Si6 2.180, H21 1.426, H22 1.398
8 H -3.75516 1.92899 0.10482  C1 1.214
9 H -2.94881 0.18798 0.00934  C1 1.123
10 H -3.04353 1.10520 1.55622  C1 1.121
11 H 1.52337 -0.27376 -2.37223  C2 1.124
12 H 0.90905 1.45312 -2.24920  C2 1.106
13 H 2.69125 0.85393 -2.35248  C2 1.098
14 H 0.84622 -2.39802 2.18784  C3 1.068
15 H 1.42968 -0.66464 2.43659  C3 1.091
16 H -0.45133 -1.28681 2.58013  C3 1.164
17 H -0.79326 1.52058 -0.20158  C4 1.071
18 H -1.36157 2.87984 0.76242  C4 1.068
19 H 1.30606 1.34036 0.11100  C5 1.051
20 H 2.57114 0.14582 0.07702  C5 1.124
21 H 0.06740 -3.61585 -0.48497  P7 1.426
22 H 0.06833 -2.48540 -2.01861  P7 1.398

E_LUMO (spin up / spin down) = -0.249 / 0.496 eV
frontier orbital gap (spin up / spin down) = 7.5 / 7.1 eV
spin multiplicity = 1



Going by the computed energies, the most stable comes first: run A, run B.



Run A
DFT (wB97M-V/def2-TZVPD) results for C2H4O3 in the gas phase.

Bonds (Å) are listed after each position.
Geometry (Å):
1 O -0.20574 1.16849 -0.79991  O2 1.438, C4 1.429
2 O 0.76999 1.15067 0.25650  O1 1.438, C5 1.429
3 O -0.15615 -0.93915 0.08517  C4 1.434, C5 1.438
4 C -0.99185 -0.01100 -0.61893  O1 1.429, O3 1.434, H6 1.106, H7 1.071
5 C 0.95381 -0.21345 0.64097  O2 1.429, O3 1.438, H8 1.093, H9 1.072
6 H -1.87505 0.18259 0.01878  C4 1.106
7 H -1.35252 -0.40326 -1.54814  C4 1.071
8 H 1.90057 -0.60452 0.25947  C5 1.093
9 H 0.95694 -0.33036 1.70609  C5 1.072

E_LUMO = 0.997 eV
SMILES = C1OCOO1
frontier orbital gap = 10.9 eV
spin multiplicity = 1



Run B
DFT (wB97M-V/def2-TZVPD) results for 2 unconnected molecules or ions with the total composition C2H4O3.

Bonds (Å) are listed after each position.
Geometry (Å):
1 O 0.46253 -1.07323 -0.15526  C2 1.229
2 C 0.93819 -2.18805 -0.36097  O1 1.229, H3 1.122, H4 1.089
3 H 0.69600 -2.72807 -1.31366  C2 1.122
4 H 1.72173 -2.62008 0.26000  C2 1.089
5 O -1.85726 1.64495 -0.49363  C6 1.257
6 C -0.82665 2.04088 0.10779  O5 1.257, O7 1.341, H8 1.118
7 O -0.16940 1.35076 1.05095  C6 1.341, H9 0.965
8 H -0.54599 3.12317 0.09427  C6 1.118
9 H -0.41915 0.44966 0.81051  O7 0.965

E_LUMO = 0.113 eV
SMILES = O=CO.C=O
frontier orbital gap = 10.5 eV
spin multiplicity = 1



Run C
DFT (wB97M-V/def2-TZVPD) results for C2H4O3 in the gas phase.

Bonds (Å) are listed after each position.
Geometry (Å):
1 C 0.15876 1.46513 -0.03821  O3 1.306, H6 1.072, H7 1.079
2 C 0.58163 -0.95253 0.27943  O3 1.344, O5 1.291, H8 1.085
3 O 0.23809 0.19501 -0.33015  C1 1.306, C2 1.344
4 O -0.88363 -2.66256 -0.46478  O5 1.538, H9 0.964
5 O 0.51951 -2.03341 -0.42402  C2 1.291, O4 1.538
6 H -0.15845 2.11273 -0.83116  C1 1.072
7 H 0.38515 1.83441 0.94995  C1 1.079
8 H 0.74731 -0.95211 1.35156  C2 1.085
9 H -1.02820 -2.75450 -1.41381  O4 0.964

E_LUMO (spin up / spin down) = -0.213 / 0.234 eV
frontier orbital gap (spin up / spin down) = 7.8 / 8.4 eV
spin multiplicity = 1



Going by the computed energies, the most stable comes first: run B, run A, run C.



Run A
DFT (wB97M-V/def2-TZVPD) results for C3H7Cl2N in the gas phase.

Bonds (Å) are listed after each position.
Geometry (Å):
1 C 0.65714 -0.71493 1.20750  C2 1.529, H4 1.080, H5 1.083, H6 1.086
2 C -0.42259 -0.70804 0.12532  C1 1.529, C3 1.501, Cl12 1.789, Cl13 1.835
3 C -0.68771 0.68383 -0.37044  C2 1.501, H7 1.039, H8 1.077, N11 1.427
4 H 0.17403 -0.50313 2.14954  C1 1.080
5 H 1.15206 -1.67056 1.32713  C1 1.083
6 H 1.38971 0.00454 0.85434  C1 1.086
7 H -1.40479 0.73730 -1.12016  C3 1.039
8 H -0.99189 1.32800 0.43749  C3 1.077
9 H 0.79203 0.66914 -1.74746  N11 1.029
10 H 0.49134 2.13455 -1.23389  N11 1.015
11 N 0.54490 1.18090 -0.88941  C3 1.427, H9 1.029, H10 1.015
12 Cl -1.87796 -1.60325 0.65509  C2 1.789
13 Cl 0.18372 -1.53835 -1.39504  C2 1.835

E_LUMO = 0.865 eV
SMILES = CC(Cl)(Cl)CN
frontier orbital gap = 10.7 eV
spin multiplicity = 1



Run B
DFT (wB97M-V/def2-TZVPD) results for C3H7Cl2N in the gas phase.

Bonds (Å) are listed after each position.
Geometry (Å):
1 C 0.04802 0.14951 -0.34409  C2 1.544, C3 1.522, H6 1.099, N11 1.509
2 C -1.12073 -0.81159 -0.03848  C1 1.544, H7 1.129, H8 1.174, Cl12 1.845
3 C 1.30438 -0.40878 0.30915  C1 1.522, H9 1.086, H10 1.067, Cl13 1.829
4 H -0.69503 2.19040 -0.53529  N11 1.012
5 H -0.43977 1.67874 1.01074  N11 1.030
6 H 0.27689 0.06014 -1.41495  C1 1.099
7 H -1.14227 -1.18600 1.02603  C2 1.129
8 H -0.98930 -1.78262 -0.68583  C2 1.174
9 H 1.29679 -1.48273 0.14760  C3 1.086
10 H 1.37894 -0.13339 1.33761  C3 1.067
11 N -0.10697 1.60034 0.03938  C1 1.509, H4 1.012, H5 1.030
12 Cl -2.70702 0.06022 -0.39447  C2 1.845
13 Cl 2.89606 0.06575 -0.45740  C3 1.829

E_LUMO = 0.796 eV
SMILES = NC(CCl)CCl
frontier orbital gap = 10.6 eV
spin multiplicity = 1



Going by the computed energies, the most stable comes first: run A, run B.



Run A
DFT (wB97M-V/def2-TZVPD) results for C6H8O2 in the gas phase.

Bonds (Å) are listed after each position.
Geometry (Å):
1 C -1.67001 -0.08407 -0.09463  C2 1.491, C6 1.735, O15 1.278
2 C -1.15016 1.28438 0.19046  C1 1.491, C3 1.532, H7 1.172, H8 1.204
3 C 0.23090 0.77529 -0.23432  C2 1.532, C6 1.553, H9 1.215, O16 1.449
4 C 2.22642 -0.27854 -0.24638  C5 1.652, H10 1.101, H11 1.260, O16 1.485
5 C 1.06057 -1.39014 0.11826  C4 1.652, C6 1.476, H12 1.163, H13 1.113
6 C -0.10516 -0.56112 0.48224  C1 1.735, C3 1.553, C5 1.476, H14 1.136
7 H -1.97571 2.00628 -0.22245  C2 1.172
8 H -0.78357 1.11249 1.32467  C2 1.204
9 H 0.19713 0.70976 -1.44715  C3 1.215
10 H 2.54130 -0.21694 -1.29959  C4 1.101
11 H 3.37573 -0.35739 0.26307  C4 1.260
12 H 0.95206 -1.76486 -0.97770  C5 1.163
13 H 1.44535 -1.95466 0.99660  C5 1.113
14 H -0.32030 -0.28097 1.56160  C6 1.136
15 O -2.74438 -0.75443 -0.26466  C1 1.278
16 O 1.62096 1.03837 0.07806  C3 1.449, C4 1.485

E_LUMO = 0.239 eV
SMILES = O=C1C[C@H]2OCC[C@H]12
frontier orbital gap = 9.7 eV
spin multiplicity = 1



Run B
DFT (wB97M-V/def2-TZVPD) results for C6H8O2 in the gas phase.

Bonds (Å) are listed after each position.
Geometry (Å):
1 C 0.98575 1.09518 -0.54527  C3 1.496, O5 1.323, H10 1.078
2 C -0.13504 -0.75788 -1.19985  C4 1.485, O5 1.302, H11 1.079
3 C 1.18455 0.86010 0.91915  C1 1.496, O6 1.429, C7 1.466, H12 1.108
4 C -1.37945 -1.30865 -1.79503  C2 1.485, H13 1.091, H14 1.091, H15 1.096
5 O 0.06395 0.52506 -1.30436  C1 1.323, C2 1.302
6 O 1.42818 2.12743 1.53318  C3 1.429, H9 0.964
7 C 0.04851 0.18139 1.55004  C3 1.466, C8 1.199
8 C -0.89771 -0.37486 2.03264  C7 1.199, H16 1.058
9 H 1.53817 1.99498 2.48195  O6 0.964
10 H 1.34767 2.02698 -0.95011  C1 1.078
11 H 0.46760 -1.37189 -0.54888  C2 1.079
12 H 2.07412 0.21503 1.05778  C3 1.108
13 H -1.70687 -0.65576 -2.60506  C4 1.091
14 H -1.21499 -2.31341 -2.18705  C4 1.091
15 H -2.18270 -1.36029 -1.05155  C4 1.096
16 H -1.62175 -0.88341 2.61241  C8 1.058

E_LUMO (spin up / spin down) = 0.864 / 0.695 eV
frontier orbital gap (spin up / spin down) = 8.3 / 7.6 eV
spin multiplicity = 1



Run C
DFT (wB97M-V/def2-TZVPD) results for C6H8O2 in the gas phase.

Bonds (Å) are listed after each position.
Geometry (Å):
1 C 1.30868 -0.54655 0.43595  C2 1.589, C6 1.626, H7 1.066, H8 1.110
2 C 0.98565 0.02460 -1.01112  C1 1.589, C3 1.485, H9 1.138, H10 1.031
3 C -0.17174 0.94484 -0.87539  C2 1.485, C4 1.439, H11 1.257, O15 1.258
4 C -1.38317 0.35299 -0.37380  C3 1.439, C5 1.485, H12 1.103, O15 1.323
5 C -1.08009 0.18706 1.07019  C4 1.485, C6 1.410, H13 1.212, O16 1.442
6 C -0.20293 -0.90595 0.91605  C1 1.626, C5 1.410, H14 1.122, O16 1.470
7 H 2.01005 -1.34575 0.36513  C1 1.066
8 H 1.38724 0.37156 1.05441  C1 1.110
9 H 1.90236 0.59930 -1.36289  C2 1.138
10 H 0.82919 -0.71351 -1.71382  C2 1.031
11 H -0.15043 1.85604 -0.00979  C3 1.257
12 H -1.92785 -0.43021 -0.92837  C4 1.103
13 H -0.50259 0.87008 1.88771  C5 1.212
14 H -0.29293 -1.58155 0.02536  C6 1.122
15 O -1.30539 1.35859 -1.22982  C3 1.258, C4 1.323
16 O -1.40605 -1.04154 1.75021  C5 1.442, C6 1.470

E_LUMO = 0.972 eV
SMILES = C1C[C@H]2O[C@@H]2[C@H]2O[C@H]12
frontier orbital gap = 9.6 eV
spin multiplicity = 1



Going by the computed energies, the most stable comes first: run B, run A, run C.